The following is a DFT calculation (wB97M-V/def2-TZVPD) of a cluster of 2 separate species, CH3O4 in total.

Output
Maximum force   3.34 eV/Å
Energy relative to the best compared isomer or geometry (same formula, charge and spin)   6.341 eV
Frontier orbital gap (alpha / beta)   9.419 / 9.417 eV
E   -9258.481 eV

Geometry as ORCA input:
```
! RIJCOSX wB97M-V def2-TZVPD def2/J DEFGRID3
* xyz 1 1
C 1.140 0.300 -0.122
O -2.727 0.928 0.216
O 1.730 -0.260 0.867
O -1.314 -0.611 -0.292
O -2.478 -0.136 -0.270
H 0.840 -0.304 -1.083
H 0.742 1.279 0.126
H 2.066 -1.195 0.558
*
```

The following is a DFT calculation (wB97M-V/def2-TZVPD) of a cluster of 2 separate species, C4H7F2N3 in total.

Output
Maximum force   4.31 eV/Å
Energy relative to the best compared isomer or geometry (same formula, charge and spin)   2.447 eV
Structure (SMILES)   C1=NNNC1.C=C(F)F
Frontier orbital gap   9.225 eV
E   -14162.811 eV

Geometry as ORCA input:
```
! RIJCOSX wB97M-V def2-TZVPD def2/J DEFGRID3
* xyz 0 1
C -0.150 -0.167 2.122
C -0.098 0.544 0.813
C -0.250 -0.254 -2.574
C -1.417 0.315 -2.705
N 1.043 0.478 0.223
N 1.896 -0.157 1.081
N 1.135 -0.761 2.199
F -1.673 1.476 -2.089
F -2.470 0.107 -3.469
H -0.563 0.500 2.996
H -0.806 -1.067 2.114
H -0.919 1.292 0.474
H 2.315 -1.002 0.531
H 0.421 0.361 -1.917
H -0.058 -1.189 -2.850
H 1.595 -0.475 3.050
*
```

The following is a DFT calculation (wB97M-V/def2-TZVPD) of an isolated molecule of C15H23NOS2.

Output
Maximum force   12.57 eV/Å
Energy relative to the best compared isomer or geometry (same formula, charge and spin)   12.558 eV
Structure (SMILES)   Cc1ccc(SCC(=O)NCCSC(C)(C)C)cc1
Frontier orbital gap   8.857 eV
E   -41124.980 eV

Geometry as ORCA input:
```
! RIJCOSX wB97M-V def2-TZVPD def2/J DEFGRID3
* xyz 0 1
C 6.933 1.643 0.611
C 5.761 0.965 0.108
C 5.607 -0.309 0.185
C 4.328 -1.050 -0.206
C 3.251 -0.430 -0.820
C 3.317 1.038 -0.730
C 4.464 1.599 -0.232
H 4.638 2.819 -0.611
H 2.501 1.737 -1.266
S 1.726 -0.999 -1.219
C 1.496 -2.261 -0.163
C -0.003 -2.774 -0.082
O -0.221 -4.213 -0.139
N -0.702 -1.763 0.364
H -0.405 -0.917 0.085
C -2.222 -2.052 0.561
C -2.838 -1.514 -0.677
H -3.979 -1.601 -0.613
H -2.369 -1.612 -1.738
S -2.639 0.505 -0.632
C -4.214 1.166 -0.114
C -5.450 1.008 -0.813
H -5.113 1.416 -1.903
H -5.613 -0.099 -0.884
H -6.229 1.579 -0.837
C -4.345 0.611 1.348
H -3.551 0.544 1.998
H -4.625 -0.311 1.276
H -5.356 1.062 1.925
C -3.850 2.628 0.145
H -3.640 3.183 -0.958
H -3.069 2.827 0.603
H -4.724 3.227 0.490
H -2.511 -1.725 1.365
H -2.379 -3.162 0.432
H 2.128 -3.082 -0.620
H 2.026 -2.231 0.617
H 4.187 -2.071 0.158
H 6.238 -0.963 0.613
H 7.447 1.061 1.084
H 7.457 2.004 -0.180
H 6.540 2.519 1.472
*
```

The following is a DFT calculation (wB97M-V/def2-TZVPD) of a cluster of 2 separate species, C12H20N2O5 in total.

Output
Maximum force   2.23 eV/Å
Energy relative to the best compared isomer or geometry (same formula, charge and spin)   0.000 eV
Structure (SMILES)   O=C(O)C[C@@H]1CCCC1=O.CNC(=O)CNC(C)=O
Frontier orbital gap   9.970 eV
E   -25987.626 eV

Geometry as ORCA input:
```
! RIJCOSX wB97M-V def2-TZVPD def2/J DEFGRID3
* xyz 0 1
O 1.195 -1.384 2.257
O -2.083 2.546 3.729
O 2.126 1.257 -0.044
O 0.909 1.033 -3.682
O 0.017 1.628 -0.760
C 0.625 -0.521 2.906
C -1.301 2.076 2.911
C 1.110 0.855 -0.582
C 0.907 -0.178 -3.510
N -1.701 1.637 1.710
N 0.848 0.769 2.654
C -0.357 -0.926 3.988
C -3.080 1.691 1.227
C 0.178 1.912 3.291
C 1.415 -1.157 -4.544
C 1.043 -0.616 -0.983
C 0.645 -2.430 -4.197
C 0.371 -2.370 -2.689
C 0.289 -0.880 -2.308
H 0.317 2.536 -0.593
H -1.002 1.253 1.090
H 1.553 0.961 1.951
H -0.352 -2.011 4.078
H -1.360 -0.593 3.724
H -0.056 -0.485 4.936
H -3.679 0.936 1.738
H -3.106 1.509 0.152
H -3.507 2.675 1.435
H 0.698 2.824 2.995
H 0.247 1.825 4.375
H 1.204 -0.819 -5.563
H 2.493 -1.300 -4.427
H 0.543 -1.164 -0.182
H 2.068 -0.994 -1.057
H 1.203 -3.331 -4.474
H -0.307 -2.437 -4.739
H -0.553 -2.899 -2.434
H 1.194 -2.861 -2.158
H -0.757 -0.570 -2.218
*
```

The following is a DFT calculation (wB97M-V/def2-TZVPD) of an isolated molecule of C7H9NO3.

Output
Maximum force   4.13 eV/Å
Energy relative to the best compared isomer or geometry (same formula, charge and spin)   9.098 eV
Frontier orbital gap (alpha / beta)   7.033 / 7.034 eV
E   -15028.053 eV

Geometry as ORCA input:
```
! RIJCOSX wB97M-V def2-TZVPD def2/J DEFGRID3
* xyz 0 1
C 0.979 -1.532 -0.119
C -0.253 -1.820 0.170
C 1.698 -0.386 0.274
C 0.243 1.254 0.111
C -0.938 -0.763 1.001
C -1.148 0.641 0.304
C -1.810 0.609 -1.066
N 2.973 -0.081 -0.050
O 3.707 -1.138 0.032
O 3.431 1.048 -0.294
O 0.454 2.487 0.239
H 1.427 -2.251 -0.802
H -0.756 -2.745 -0.112
H -1.991 -1.183 1.281
H -0.302 -0.643 1.903
H -1.814 1.366 0.934
H -1.469 1.425 -1.695
H -2.794 0.666 -0.931
H -1.550 -0.276 -1.578
H -0.089 3.321 0.400
*
```

The following is a DFT calculation (wB97M-V/def2-TZVPD) of a structure of composition C2H2Br6.

Output
Maximum force   2.48 eV/Å
Energy relative to the best compared isomer or geometry (same formula, charge and spin)   0.297 eV
Frontier orbital gap   9.867 eV
E   -422360.320 eV

Geometry as ORCA input:
```
! RIJCOSX wB97M-V def2-TZVPD def2/J DEFGRID3
* xyz 0 1
C 0.551 -0.138 -1.952
Br -0.834 -1.088 -2.950
Br 0.359 1.786 -2.249
Br 2.329 -0.864 -2.106
H 0.290 -0.263 -0.945
C -0.569 0.139 2.135
Br -2.046 -0.910 1.313
Br -0.354 1.783 1.233
Br 1.118 -0.784 2.425
H -0.844 0.339 3.098
*
```

The following is a DFT calculation (wB97M-V/def2-TZVPD) of a structure of composition C16H30FeO16.

Output
Maximum force   3.80 eV/Å
Energy relative to the best compared isomer or geometry (same formula, charge and spin)   1.057 eV
Frontier orbital gap (alpha / beta)   8.948 / 6.638 eV
E   -84218.642 eV

Geometry as ORCA input:
```
! RIJCOSX wB97M-V def2-TZVPD def2/J DEFGRID3
* xyz 1 6
Fe -0.557 -1.917 -0.121
C 1.436 1.537 0.569
C 0.655 0.296 0.342
O 1.161 -0.846 0.077
O -0.595 0.262 0.308
H 1.988 1.505 1.511
H 0.745 2.375 0.565
H 2.238 1.693 -0.152
C -4.356 -3.082 -0.931
C -2.879 -2.716 -0.892
O -2.476 -1.604 -0.401
O -1.915 -3.403 -1.295
H -4.834 -2.441 -1.669
H -4.667 -2.855 0.088
H -4.604 -4.110 -1.178
C 2.985 -4.183 -0.993
O 1.927 -4.706 -1.822
C 1.023 -3.877 -2.259
O 0.690 -2.827 -1.739
O 0.583 -4.320 -3.428
C -0.376 -3.519 -4.112
H 3.366 -3.293 -1.486
H 3.754 -4.944 -0.910
H 2.641 -3.982 0.020
H -1.139 -3.195 -3.401
H -0.866 -4.155 -4.841
H 0.005 -2.608 -4.574
C 5.229 2.279 4.647
O 3.962 2.892 4.428
C 3.701 3.421 3.252
O 4.320 3.246 2.233
O 2.560 4.105 3.322
C 2.033 4.679 2.144
H 5.842 2.937 5.256
H 5.709 2.052 3.694
H 5.038 1.323 5.131
H 1.935 5.754 2.303
H 1.003 4.316 2.095
H 2.570 4.471 1.223
C -2.081 0.901 -5.243
O -2.041 0.158 -4.054
C -0.889 -0.061 -3.441
O -0.789 -0.650 -2.398
O 0.140 0.380 -4.144
C 1.443 0.154 -3.626
H -1.474 0.603 -6.103
H -1.747 1.933 -5.083
H -3.107 0.962 -5.598
H 1.577 -0.876 -3.306
H 1.638 0.834 -2.796
H 2.193 0.369 -4.383
C -0.802 2.224 3.162
O -1.767 1.589 3.973
C -2.893 1.152 3.466
O -3.279 1.236 2.342
O -3.594 0.632 4.481
C -4.929 0.272 4.213
H -1.094 2.390 2.127
H 0.077 1.579 3.257
H -0.467 3.177 3.573
H -5.314 0.829 3.362
H -5.528 0.456 5.109
H -5.109 -0.802 4.105
*
```

The following is a DFT calculation (wB97M-V/def2-TZVPD) of an isolated molecule of C4H10F3NOSi.

Output
Maximum force   2.71 eV/Å
Structure (SMILES)   NCC[SiH2]COC(F)(F)F
Frontier orbital gap   10.380 eV
E   -23877.683 eV

Geometry as ORCA input:
```
! RIJCOSX wB97M-V def2-TZVPD def2/J DEFGRID3
* xyz 0 1
N 3.105 -0.720 0.511
C 2.120 0.085 -0.227
C 0.973 0.474 0.695
Si -0.263 1.495 -0.304
C -2.069 0.847 -0.195
O -2.255 -0.303 0.661
C -2.221 -1.460 0.050
F -2.546 -2.396 0.897
F -1.033 -1.738 -0.411
F -3.029 -1.527 -0.963
H 3.689 -1.204 -0.160
H 2.579 -1.418 1.022
H 2.597 0.959 -0.649
H 1.691 -0.475 -1.054
H 0.547 -0.430 1.102
H 1.370 1.075 1.498
H 0.099 1.525 -1.738
H -0.239 2.876 0.221
H -2.459 0.700 -1.193
H -2.655 1.635 0.237
*
```

The following is a DFT calculation (wB97M-V/def2-TZVPD) of an isolated molecule of C4H8O2.

Output
Maximum force   0.28 eV/Å
Energy relative to the best compared isomer or geometry (same formula, charge and spin)   1.948 eV
Structure (SMILES)   C[C@H]1[C@@H](O)[C@H]1O
Frontier orbital gap   10.455 eV
E   -8371.333 eV

Geometry as ORCA input:
```
! RIJCOSX wB97M-V def2-TZVPD def2/J DEFGRID3
* xyz 0 1
C -0.462 1.429 0.540
C 0.667 0.484 0.205
C 0.546 -1.008 0.369
O -0.664 -1.628 0.713
C 0.597 -0.415 -1.012
O -0.609 -0.458 -1.709
H -0.257 2.423 0.128
H -1.407 1.097 0.099
H -0.587 1.538 1.624
H 1.660 0.870 0.430
H 1.395 -1.561 0.760
H -1.317 -0.950 0.918
H 1.481 -0.540 -1.634
H -1.043 -1.282 -1.433
*
```

The following is a DFT calculation (wB97M-V/def2-TZVPD) of the ion C3H9N2O2 with charge +1.

Output
Maximum force   4.28 eV/Å
Energy relative to the best compared isomer or geometry (same formula, charge and spin)   3.617 eV
Structure (SMILES)   C[C@H](O)/[NH+]=C/NO
Frontier orbital gap   10.947 eV
E   -10323.235 eV

Geometry as ORCA input:
```
! RIJCOSX wB97M-V def2-TZVPD def2/J DEFGRID3
* xyz 1 1
C 0.864 -0.789 -0.238
C -1.809 0.681 0.932
C -1.216 0.398 -0.516
N 2.211 -0.864 0.131
N 0.207 0.338 -0.350
O -1.649 -0.808 -0.961
O 2.891 0.267 0.581
H 0.420 -1.778 -0.559
H -1.999 1.782 1.070
H -0.978 0.408 1.582
H -2.654 0.119 1.140
H -1.576 1.323 -1.115
H 2.605 -1.808 0.241
H 0.661 1.129 -0.022
H -1.681 -0.723 -1.887
H 3.704 0.324 -0.029
*
```

The following is a DFT calculation (wB97M-V/def2-TZVPD) of a cluster of 2 separate species, C4H9NO2 in total.

Output
Maximum force   1.16 eV/Å
Energy relative to the best compared isomer or geometry (same formula, charge and spin)   3.267 eV
Structure (SMILES)   [H]/N=C\COC.C=O
Frontier orbital gap   9.914 eV
E   -9876.794 eV

Geometry as ORCA input:
```
! RIJCOSX wB97M-V def2-TZVPD def2/J DEFGRID3
* xyz 0 1
C 0.629 0.540 2.785
O 0.216 0.643 1.447
C 0.670 -0.432 0.680
C 0.115 -0.320 -0.694
N -0.785 0.497 -1.030
C -1.138 -0.148 -3.148
O -0.701 -1.262 -3.337
H 0.233 -0.373 3.253
H 1.726 0.525 2.857
H 0.241 1.415 3.308
H 0.285 -1.393 1.062
H 1.769 -0.495 0.661
H 0.449 -1.054 -1.438
H -0.458 0.746 -3.188
H -1.034 1.152 -0.294
H -2.217 -0.042 -2.924
*
```

The following is a DFT calculation (wB97M-V/def2-TZVPD) of a cluster of 2 separate species, C4H12Cl2NSi in total.

Output
Maximum force   4.31 eV/Å
Energy relative to the best compared isomer or geometry (same formula, charge and spin)   1.728 eV
Frontier orbital gap   10.756 eV
E   -38749.726 eV

Geometry as ORCA input:
```
! RIJCOSX wB97M-V def2-TZVPD def2/J DEFGRID3
* xyz 1 1
C 2.414 0.676 -1.173
C 1.326 -0.618 0.749
C -1.703 -1.689 -0.480
C 1.589 0.507 0.122
N 0.947 1.708 0.640
Si -3.117 -0.651 0.436
Cl -4.755 -0.009 -0.473
Cl -1.961 1.107 0.583
H 3.368 1.070 -1.020
H 2.750 -0.241 -1.642
H 1.994 1.396 -1.859
H -0.687 -1.549 -0.222
H 0.552 -0.378 1.544
H 1.723 -1.587 0.555
H -1.966 -2.709 -0.113
H -1.784 -1.724 -1.567
H -0.025 1.453 0.780
H 1.218 2.509 -0.069
H 1.413 1.922 1.520
H -3.295 -1.194 1.688
*
```

The following is a DFT calculation (wB97M-V/def2-TZVPD) of an isolated molecule of C19H28N4O3S2.

Output
Maximum force   1.08 eV/Å
Energy relative to the best compared isomer or geometry (same formula, charge and spin)   0.679 eV
Structure (SMILES)   CCN1CCN(C(=O)[C@@H](NS(=O)(=O)c2ccc3nc(C)sc3c2)C(C)C)CC1
Frontier orbital gap   8.891 eV
E   -53931.650 eV

Geometry as ORCA input:
```
! RIJCOSX wB97M-V def2-TZVPD def2/J DEFGRID3
* xyz 0 1
C 4.312 0.018 0.906
H 3.656 -0.301 1.712
H 4.141 -0.617 0.040
H 5.341 -0.114 1.229
C 4.071 1.490 0.556
N 2.758 1.824 0.041
C 2.452 1.237 -1.251
C 1.191 1.910 -1.800
N 0.099 1.675 -0.882
C -0.893 0.776 -1.003
O -1.652 0.518 -0.075
C -1.114 0.066 -2.340
N -1.530 -1.296 -2.064
S -0.384 -2.276 -1.350
O -0.745 -3.625 -1.665
O 0.905 -1.795 -1.768
C -0.518 -2.098 0.428
C -1.749 -2.243 1.027
C -1.805 -2.109 2.402
C -0.639 -1.852 3.165
C 0.594 -1.746 2.529
C 0.642 -1.869 1.155
H 1.571 -1.806 0.612
H 1.479 -1.570 3.118
N -0.858 -1.747 4.507
C -2.085 -1.903 4.820
C -2.622 -1.845 6.196
H -3.086 -2.795 6.457
H -1.814 -1.633 6.890
H -3.383 -1.070 6.271
S -3.178 -2.212 3.455
H -2.631 -2.455 0.444
H -2.399 -1.328 -1.550
H -0.193 -0.036 -2.912
C -2.204 0.772 -3.170
C -1.849 2.229 -3.451
H -0.946 2.297 -4.054
H -2.659 2.701 -4.002
H -1.697 2.781 -2.527
C -2.432 0.016 -4.476
H -3.275 0.443 -5.015
H -1.549 0.081 -5.107
H -2.633 -1.032 -4.277
H -3.125 0.746 -2.575
C 0.391 2.233 0.425
C 1.672 1.604 0.976
H 1.930 2.076 1.927
H 1.475 0.535 1.152
H -0.452 2.022 1.084
H 0.521 3.314 0.319
H 0.966 1.535 -2.794
H 1.352 2.991 -1.855
H 3.290 1.424 -1.925
H 2.265 0.152 -1.207
H 4.230 2.103 1.449
H 4.798 1.804 -0.199
*
```

The following is a DFT calculation (wB97M-V/def2-TZVPD) of a cluster of 10 separate species, C20H45Cl15O15S5 in total.

Output
Maximum force   5.15 eV/Å
Structure (SMILES)   CCOS(C)(=O)=O.CCOS(C)(=O)=O.CCOS(C)(=O)=O.CCOS(C)(=O)=O.CCOS(C)(=O)=O.ClC(Cl)Cl.ClC(Cl)Cl.ClC(Cl)Cl.ClC(Cl)Cl.ClC(Cl)Cl
Frontier orbital gap   10.512 eV
E   -294190.680 eV

Geometry as ORCA input:
```
! RIJCOSX wB97M-V def2-TZVPD def2/J DEFGRID3
* xyz 0 1
O 3.701 -0.941 -1.967
S 3.752 0.372 -2.589
O 4.625 0.734 -3.685
O 2.142 0.712 -3.038
C 1.974 1.947 -3.701
C 0.560 1.996 -4.251
C 4.033 1.616 -1.287
H 2.635 1.830 -4.559
H 2.299 2.809 -3.118
H -0.234 2.003 -3.504
H 0.387 1.276 -5.050
H 0.522 2.950 -4.779
H 5.091 1.851 -1.168
H 3.535 1.230 -0.397
H 3.571 2.555 -1.591
O 1.216 2.585 -0.192
S 0.351 3.712 -0.343
O 0.472 4.859 0.446
O 0.435 4.192 -1.949
C -0.400 5.274 -2.414
C 0.496 6.279 -3.237
C -1.446 3.087 -0.411
H -0.841 5.909 -1.645
H -1.162 4.805 -3.036
H 0.651 5.911 -4.251
H 1.480 6.545 -2.850
H -0.105 7.175 -3.396
H -1.860 2.851 0.569
H -1.474 2.125 -0.923
H -2.129 3.830 -0.823
O 0.654 -1.885 3.755
S 2.004 -1.338 3.641
O 3.047 -1.998 2.899
O 1.835 0.228 3.201
C 3.018 0.854 2.705
C 2.856 2.376 2.600
C 2.576 -1.016 5.390
H 3.189 0.460 1.704
H 3.846 0.638 3.380
H 1.951 2.542 2.016
H 3.613 2.978 2.096
H 2.740 2.845 3.577
H 2.596 -1.995 5.868
H 1.837 -0.446 5.953
H 3.559 -0.557 5.291
O 4.369 -6.017 0.627
S 4.289 -4.919 -0.345
O 5.378 -4.706 -1.271
O 2.865 -5.247 -1.144
C 2.335 -4.272 -2.039
C 0.958 -4.791 -2.557
C 3.799 -3.313 0.390
H 3.007 -4.120 -2.883
H 2.182 -3.300 -1.570
H 0.472 -4.058 -3.201
H 0.228 -4.999 -1.775
H 1.085 -5.710 -3.131
H 2.771 -3.295 0.754
H 3.956 -2.549 -0.371
H 4.476 -3.130 1.224
O -3.126 0.322 0.368
S -2.809 -0.972 0.971
O -3.743 -2.101 0.845
O -1.334 -1.510 0.469
C -0.381 -0.564 0.176
C 1.012 -1.201 0.173
C -2.564 -0.777 2.807
H -0.500 0.261 0.879
H -0.574 -0.231 -0.844
H 1.175 -1.695 -0.785
H 1.087 -1.923 0.986
H 1.816 -0.488 0.353
H -3.476 -0.224 3.031
H -1.609 -0.282 2.985
H -2.534 -1.789 3.211
C -4.851 -3.291 -2.111
Cl -6.244 -2.189 -1.862
Cl -4.845 -3.890 -3.801
Cl -4.798 -4.698 -1.022
H -3.984 -2.642 -1.994
C -3.579 -5.279 2.165
Cl -3.550 -4.789 3.887
Cl -4.830 -6.578 1.973
Cl -1.975 -5.568 1.463
H -3.981 -4.401 1.660
C -4.027 1.363 -2.961
Cl -2.895 0.020 -3.268
Cl -5.620 1.035 -3.660
Cl -3.390 2.859 -3.550
H -4.065 1.465 -1.876
C -7.014 0.423 1.240
Cl -8.536 1.240 1.571
Cl -6.053 -0.323 2.661
Cl -5.989 1.605 0.353
H -7.202 -0.441 0.602
C -0.026 3.174 5.041
Cl -0.894 3.911 6.438
Cl -0.573 4.067 3.570
Cl -0.329 1.459 4.986
H 1.041 3.297 5.225
*
```